1 | {
  "formula": "C5H13N2O",
  "method": "the ωB97M-V functional and the def2-TZVPD basis",
  "species": ["C", "O", "C", "C", "C", "C", "N", "N", "H", "H", "H", "H", "H", "H", "H", "H", "H", "H", "H", "H", "H"],
  "xyz": [[-2.0424, -1.1797, 0.5157], [-2.9412, -1.3195, 1.5048], [-0.6994, -0.7852, 1.2728], [-0.6159, 0.7115, 1.7856], [0.7064, 1.1286, 1.7463], [1.0328, 2.3430, 2.4239], [0.7168, -2.4075, -0.5004], [-0.5963, -2.0410, 2.1339], [-2.3229, -0.3653, -0.1758], [-2.1693, -2.0524, -0.1191], [0.0178, -2.6803, 1.6639], [-0.0992, -1.4766, 0.3077], [-1.0587, 1.7700, 1.7989], [3.1871, 5.2282, -10.8584], [2.1063, 2.4818, 2.4514], [0.1089, 2.9305, 2.5033], [1.7939, -2.5217, -0.3606], [1.5755, 0.6438, 1.4883], [0.5181, -2.8416, -1.4918], [-1.5141, -2.3141, 2.3927], [2.2957, 4.7474, -10.4831]],
  "charge": 1,
  "gap_ev": 4.7,
  "lumo_energy_ha": -0.2884,
  "e_homo_ev": -12.567
}

***

2 | {
  "formula": "C5H13N2O",
  "method": "the ωB97M-V functional and the def2-TZVPD basis",
  "species": ["C", "C", "C", "C", "N", "C", "N", "H", "H", "H", "H", "H", "H", "H", "H", "H", "H", "H", "H", "H", "O"],
  "xyz": [[-0.6631, -1.7477, -1.0648], [0.2377, -1.8153, 0.1088], [0.5379, -0.4454, 0.7032], [1.2706, 0.4304, 0.0046], [1.2969, 1.7134, 0.4328], [2.3257, 2.4108, 0.5760], [-2.1090, -1.3480, -0.7390], [-0.0713, -0.8787, -1.6440], [-0.7327, -2.6664, -1.6972], [-0.0469, -2.4941, 0.9446], [1.3308, -2.1284, -0.0547], [0.1273, -0.3027, 1.7573], [1.4796, 0.2206, -1.0242], [3.3132, 2.1651, 0.4359], [2.2354, 3.3605, 1.2226], [-2.5251, -0.8323, -1.6091], [-2.1440, -0.6907, -0.0069], [-2.8747, -2.0209, -0.4589], [-1.6309, 1.7983, -0.3839], [-0.9908, 1.1706, 0.8263], [-1.7548, 0.9680, 0.2337]],
  "charge": 1,
  "gap_ev": 9.0,
  "lumo_energy_ha": -0.1215,
  "e_homo_ev": -12.313
}

***

3 | {
  "formula": "C5H13N2O",
  "method": "the ωB97M-V functional and the def2-TZVPD basis",
  "species": ["C", "C", "N", "C", "C", "O", "N", "C", "H", "H", "H", "H", "H", "H", "H", "H", "H", "H", "H", "H", "H"],
  "xyz": [[-3.0991, 1.1199, 0.9303], [-2.0297, 0.5580, 0.1225], [-0.5661, 0.9652, 0.4024], [0.3510, 0.2493, -0.4991], [1.1222, -0.8531, 0.3614], [0.4982, -1.1647, 1.3286], [2.2680, -1.5008, 0.0215], [3.0724, -1.2324, -1.1507], [-3.2735, 0.7579, 1.9462], [-4.1227, 0.9244, 0.6015], [-3.3029, 2.2486, 1.2584], [-2.1344, 0.6084, -0.9244], [-1.9913, -0.5413, 0.3022], [-0.5212, 2.0038, 0.3005], [-0.2748, 0.6404, 1.4305], [1.2415, 0.6963, -0.9501], [-0.1807, -0.2146, -1.4655], [2.7448, -2.0916, 0.6241], [2.5830, -0.6106, -1.9197], [3.9243, -0.5234, -1.0839], [3.6909, -2.0395, -1.6367]],
  "charge": 1,
  "gap_ev": 10.7,
  "smiles": "CC[NH2+]CC(=O)NC",
  "lumo_energy_ha": -0.1110,
  "e_homo_ev": -13.720
}

***

Computed stability ranking, most favorable first: 3, 2, 1

***

1 | {
  "formula": "C5H13N2O",
  "method": "the ωB97M-V functional and the def2-TZVPD basis",
  "species": ["C", "N", "C", "C", "C", "N", "C", "O", "H", "H", "H", "H", "H", "H", "H", "H", "H", "H", "H", "H", "H"],
  "xyz": [[2.2708, 0.7735, 0.4682], [0.8195, 0.6467, 0.6788], [0.0511, -0.1040, -0.3780], [0.3279, -1.5936, -0.2946], [-1.3936, 0.3240, -0.1259], [-1.6711, 1.5739, -0.7296], [-2.5266, -0.7077, 0.3310], [-1.8008, 0.1443, 1.2045], [2.7336, -0.2079, 0.4016], [2.4564, 1.3200, -0.4543], [2.7266, 1.3117, 1.2973], [0.6140, 0.1920, 1.5793], [0.3937, 1.5842, 0.7313], [0.3648, 0.2895, -1.3492], [0.0991, -1.9862, 0.6931], [1.3656, -1.8062, -0.5353], [-0.2832, -2.1237, -1.0195], [-1.9127, 1.4826, -1.7088], [-2.4229, 2.0661, -0.2639], [-3.5528, -0.4235, 0.1561], [-2.3009, -1.7578, 0.4000]],
  "charge": 1,
  "gap_ev": 10.6,
  "smiles": "C[NH2+][C@@H](C)[C@@]1(N)CO1",
  "lumo_energy_ha": -0.1047,
  "e_homo_ev": -13.470
}

***

2 | {
  "formula": "C5H13N2O",
  "method": "the ωB97M-V functional and the def2-TZVPD basis",
  "species": ["C", "N", "C", "C", "N", "C", "C", "O", "H", "H", "H", "H", "H", "H", "H", "H", "H", "H", "H", "H", "H"],
  "xyz": [[-0.0877, 1.2894, -2.4961], [-0.8400, 1.0597, -1.2539], [0.0061, 1.1947, -0.0608], [-0.0835, 0.0052, 0.9526], [-1.2471, -0.8300, 0.4987], [1.1752, -0.8480, 0.9487], [1.0395, -1.9972, 1.9413], [-0.0402, -2.3455, 2.3434], [0.1671, 2.3337, -2.6241], [0.7755, 0.6349, -2.5071], [-0.6615, 0.9040, -3.3437], [-1.5238, 1.7705, -1.1394], [-0.2680, 2.0948, 0.4979], [1.0505, 1.3343, -0.3326], [-0.2952, 0.3971, 1.9347], [-1.2837, -1.7229, 1.0007], [-2.1139, -0.3145, 0.6048], [-1.1374, -0.9579, -0.5185], [1.4621, -1.2409, -0.0141], [1.9687, -0.2026, 1.3407], [1.9374, -2.5589, 2.2269]],
  "charge": 1,
  "gap_ev": 10.6,
  "smiles": "CNC[C@@H]([NH3+])CC=O",
  "lumo_energy_ha": -0.1149,
  "e_homo_ev": -13.773
}

***

3 | {
  "formula": "C5H13N2O",
  "method": "the ωB97M-V functional and the def2-TZVPD basis",
  "species": ["C", "C", "C", "C", "C", "N", "N", "O", "H", "H", "H", "H", "H", "H", "H", "H", "H", "H", "H", "H", "H"],
  "xyz": [[-0.0781, 0.5002, -1.3498], [1.6865, 1.5960, -0.3451], [-0.4452, 0.7663, -3.6764], [-0.8187, -2.4306, 3.8874], [-0.4617, -0.8314, 2.2506], [0.9544, 1.2656, -1.5188], [-0.7638, 0.1075, -2.3974], [-1.0352, -1.9039, 2.5592], [1.2698, 2.6012, 0.0654], [1.5227, 0.8865, 0.4195], [2.6852, 1.8520, -0.4098], [-0.8183, 1.8007, -3.7736], [-0.9856, 0.3770, -4.4876], [0.6233, 0.4864, -3.8301], [-0.3950, -3.3954, 3.9091], [-1.7488, -2.5951, 4.2419], [-0.4796, -1.7254, 4.5879], [-0.4923, -0.4789, 1.3008], [0.0226, -0.2252, 3.1300], [1.4748, 1.4254, -2.3488], [-1.7172, -0.0789, -2.2144]],
  "charge": 1,
  "gap_ev": 5.0,
  "lumo_energy_ha": -0.2249,
  "e_homo_ev": -11.119
}

***

Computed stability ranking, most favorable first: 2, 1, 3

***

1 | {
  "formula": "C2H6O3",
  "method": "the ωB97M-V functional and the def2-TZVPD basis",
  "species": ["O", "C", "O", "H", "H", "C", "O", "H", "H", "H", "H"],
  "xyz": [[1.2625, 0.4335, 2.4266], [0.4757, 1.2615, 2.0727], [0.3349, 1.7105, 0.8198], [-0.1457, 1.7847, 2.7892], [0.1059, 1.0234, 0.1497], [-0.2909, -1.4174, -1.3573], [-0.5192, -0.0851, -0.9487], [0.7245, -1.4722, -1.7538], [-0.9890, -1.7941, -2.1056], [-0.4968, -2.0811, -0.5141], [-0.4618, 0.6363, -1.5786]],
  "gap_ev": 11.0,
  "smiles": "O=CO.CO",
  "lumo_energy_ha": 0.0226,
  "e_homo_ev": -10.378
}

***

2 | {
  "formula": "C2H6O3",
  "method": "the ωB97M-V functional and the def2-TZVPD basis",
  "species": ["O", "C", "O", "H", "H", "C", "O", "H", "H", "H", "H"],
  "xyz": [[-2.8479, -1.8067, 0.2652], [-1.7322, -1.3587, 0.3713], [-0.7001, -1.7036, -0.5077], [-1.3680, -0.7748, 1.2790], [0.1885, -1.3696, -0.1984], [0.8748, 1.2138, -0.5018], [1.0606, 0.3855, 0.7038], [0.6369, 2.2696, -0.2354], [0.1279, 1.0260, -1.3001], [1.9240, 1.3928, -1.0536], [1.8355, 0.7256, 1.1777]],
  "gap_ev": 10.9,
  "smiles": "O=CO.CO",
  "lumo_energy_ha": 0.0139,
  "e_homo_ev": -10.543
}

***

Computed stability ranking, most favorable first: 1, 2

***

1 | {
  "formula": "C2H3OPS2",
  "method": "the ωB97M-V functional and the def2-TZVPD basis",
  "species": ["C", "C", "P", "O", "S", "S", "H", "H", "H"],
  "xyz": [[-2.1582, 0.3611, 0.8207], [-0.9852, 0.3811, 0.2675], [0.7236, 0.3612, -0.2388], [1.2195, -1.0085, 0.5729], [1.7752, 2.0558, -0.0665], [0.4074, -0.3917, -2.3113], [-2.9994, 0.6028, 1.3939], [1.9292, -0.8940, 1.2497], [0.0879, -1.4677, -1.6880]],
  "gap_ev": 9.5,
  "smiles": "C#C[P@](O)(=S)S",
  "lumo_energy_ha": 0.0031,
  "e_homo_ev": -9.380
}

***

2 | {
  "formula": "C2H3OPS2",
  "method": "the ωB97M-V functional and the def2-TZVPD basis",
  "species": ["C", "C", "S", "H", "H", "O", "P", "S", "H"],
  "xyz": [[-2.0403, -0.8683, -0.7265], [-2.0656, 0.9234, -0.8669], [-2.6189, 2.2190, -0.3480], [-2.3325, -1.3418, -1.6483], [-1.0092, -0.9760, -0.5005], [2.0071, -1.4540, -0.0917], [2.0068, -0.8729, 1.2432], [3.2647, 0.7947, 0.9651], [2.7880, 1.5759, 1.9736]],
  "gap_ev": [7.6, 7.4],
  "smiles": "C=C=S.O=PS",
  "lumo_energy_ha": [-0.0302, -0.0303],
  "e_homo_ev": [-8.390, -8.203]
}

***

Computed stability ranking, most favorable first: 1, 2